A cluster of 3 separate species, C12H18N3S in total. Source: the Open Molecules 2025 dataset; level of theory: ωB97M-V/def2-TZVPD.

Output
**HOMO energy**: -11.6 eV
**Total charge**: +1
**Orbital gap**: 0.286 Eh
**LUMO energy**: -3.80 eV
**Electronic energy**: -1030.2128 a.u.

Element x y z (Å)
1 H 0.91294 0.18952 0.22377
2 H -3.34573 0.56129 -1.58221
3 C 2.92786 -1.58443 -1.81036
4 H 4.01128 2.47880 4.59151
5 H 1.76775 2.56026 0.26596
6 H -3.19743 0.57974 0.06608
7 C 0.36715 -0.73686 -1.65138
8 S -4.76355 -1.95208 0.14006
9 C -3.20931 -1.31148 -0.79480
10 C 3.58080 3.70154 2.86875
11 C 2.93881 3.71847 1.64092
12 H -6.71767 -2.25443 -1.24771
13 H 2.24890 -2.45978 -3.65176
14 H -2.41391 -1.87540 -0.31293
15 C 1.23428 -0.39990 -0.62546
16 H 3.94118 -1.94497 -1.92414
17 C 2.82408 1.45584 3.12936
18 N 0.71266 -1.46466 -2.71301
19 H 2.95911 4.59414 1.00674
20 H -5.42067 -0.77957 0.14601
21 N -2.98184 0.06627 -0.77766
22 C 1.97734 -1.87320 -2.78161
23 C 2.26726 2.57700 1.22953
24 H -5.22736 -2.84089 -2.03518
25 H -5.99980 -3.79520 -0.74059
26 C -5.79063 -2.79676 -1.10833
27 H 4.11821 4.57082 3.22423
28 H -3.34347 -1.68703 -1.80468
29 C 2.54895 -0.83586 -0.70910
30 N 2.20081 1.46046 1.95232
31 C 3.52322 2.54467 3.62884
32 H 2.76559 0.53765 3.70301
33 H 3.25203 -0.58467 0.07444
34 H -0.66884 -0.41926 -1.62060

Cartesian forces (eV/Å) of the 2 atoms listed first:
H -0.01 -0.03 0.00
H -0.05 -0.06 0.08

For each atom in turn, the Mulliken charge in e is: H 0.57; H 0.24; C -0.39; H 0.36; H 0.36; H 0.26; C -0.58; S 0.13; C -0.46; C -0.16; C -0.69; H 0.34; H 0.37; H 0.39; C -0.26; H 0.38; C -0.26; N -0.58; H 0.36; H 0.23; N -0.46; C -0.23; C 0.03; H 0.32; H 0.31; C -0.72; H 0.38; H 0.43; C -0.38; N -0.29; C -0.49; H 0.38; H 0.43; H 0.69

=====

A structure of composition C24H40As3Br2ClSiTm in a non-equilibrium geometry. Source: the Open Molecules 2025 dataset; level of theory: ωB97M-V/def2-TZVPD.

Output
**2S+1**: 3
**HOMO energy (spin up / spin down)**: -10.8 / -10.8 eV
**Total charge**: +1
**Orbital gap (spin up / spin down)**: 0.306 / 0.307 Eh
**LUMO energy (spin up / spin down)**: -2.48 / -2.45 eV
**Electronic energy**: -14628.6320 a.u.
**Energy relative to the best compared isomer or geometry (same formula, charge and spin)**: 0.0000 eV

Element x y z (Å)
1 H -1.62247 -3.76285 0.02887
2 C 3.22929 2.78639 -0.11694
3 C 0.28509 3.17310 0.27384
4 C 4.63020 -4.36607 1.75805
5 H -2.08027 8.03606 -0.77356
6 H -1.33287 -8.62356 0.72121
7 As -0.79615 6.16507 0.57262
8 H -3.33911 -7.36407 1.49121
9 H 0.81498 2.55853 -3.23650
10 C -1.74805 4.45193 0.88140
11 H -3.21251 -0.60490 1.30095
12 H -2.03625 6.52388 -1.64275
13 H 1.79213 3.87981 -2.56768
14 H -2.48913 4.06712 -1.68869
15 H -2.01495 1.79169 1.36452
16 H 3.40018 3.84575 -0.41088
17 H 3.25268 2.70704 0.97160
18 H -2.16571 1.05472 -3.13567
19 C -1.40912 6.95264 2.24981
20 H -3.42902 -4.89805 1.19215
21 H 1.60392 -5.45019 -2.21791
22 C -2.59735 -5.47725 0.81749
23 H -2.83458 4.62185 0.78835
24 H -4.25702 -0.41733 -0.16165
25 H 0.72210 4.17522 0.23868
26 Cl 0.28846 -2.87050 -2.06610
27 C -1.41719 -7.55828 0.56220
28 Tm 1.07051 -0.84777 -0.04738
29 C -2.13599 6.94891 -0.65006
30 C 1.66073 2.81303 -2.59886
31 As 1.49740 2.06347 -0.76738
32 H -3.68352 1.30149 -2.23240
33 H -3.18500 2.34544 0.10613
34 H -1.20841 2.99967 -2.22861
35 H -3.10111 -1.77520 -0.02779
36 Br -0.15584 -1.44556 2.21319
37 C 3.74874 -4.27040 -0.47636
38 H 5.50591 -4.39639 2.42714
39 C -1.46191 3.74497 -1.49497
40 C -2.83101 0.63317 -2.38539
41 H -0.85745 6.45825 3.07419
42 H 3.89957 -4.34451 -1.53526
43 C -3.27269 -0.72031 0.21655
44 C -0.38897 -6.90657 -0.10596
45 C 3.22632 -0.60857 0.67539
46 As -1.88323 0.36624 -0.67218
47 C 2.43621 -4.35942 0.03038
48 H 2.54201 2.34832 -3.05530
49 H 1.24253 -4.52566 1.84047
50 H -3.10532 6.70463 -0.27371
51 H 3.59048 -1.53490 1.13709
52 H -3.15932 -0.33531 -2.74019
53 C -0.47065 -5.53087 -0.36038
54 H 0.51016 -7.46361 -0.38895
55 C 2.24750 -4.43078 1.42851
56 H 3.85175 0.25140 0.96308
57 H -0.82399 4.60615 -1.74761
58 Si 1.01637 -4.73276 -1.11341
59 H 5.83963 -4.33110 0.02876
60 Br 3.55563 -0.93095 -1.25370
61 C 4.81826 -4.28578 0.38673
62 H 3.17237 -4.50140 3.35554
63 H -1.56880 4.19475 1.93538
64 H 0.38362 2.78866 1.30023
65 C -1.24470 3.29810 -0.04036
66 C -2.12700 2.05766 0.28270
67 C -2.53347 -6.85306 0.98298
68 H -1.23315 8.04082 2.33038
69 C -1.57392 -4.83359 0.14276
70 H -2.46261 6.78953 2.37704
71 H 4.07428 2.21234 -0.52490
72 C 3.34079 -4.40032 2.29188

Cartesian forces (eV/Å) of the 2 atoms listed first:
H -0.03 0.24 -0.09
C 0.09 0.22 -0.11

For each atom in turn, the Mulliken charge in e is: H -0.01; C -1.29; C -1.32; C -0.40; H 0.40; H 0.40; As 0.27; H 0.38; H 0.33; C -1.85; H 0.37; H 0.32; H 0.40; H 0.42; H 0.46; H 0.41; H 0.39; H 0.36; C -1.16; H 0.42; H -0.19; C -0.58; H 0.73; H 0.44; H 0.36; Cl -0.28; C -0.69; Tm 0.35; C -1.18; C -1.27; As 0.90; H 0.37; H 0.49; H -0.01; H 0.26; Br -0.42; C -0.71; H 0.37; C -1.75; C -1.33; H 0.34; H 0.48; C -1.12; C -0.32; C -0.57; As 0.78; C 0.50; H 0.43; H 0.42; H 0.38; H 0.13; H 0.45; C 0.24; H 0.33; C -0.08; H 0.33; H 0.43; Si 0.39; H 0.41; Br -0.10; C -0.60; H 0.42; H 0.60; H 0.49; C 2.40; C -1.80; C -0.39; H 0.38; C 0.42; H 0.38; H 0.40; C -0.71

=====

A structure of composition C3H4N2O2. Source: the Open Molecules 2025 dataset; level of theory: ωB97M-V/def2-TZVPD.

Output
**HOMO energy**: -8.9 eV
**Orbital gap**: 0.346 Eh
**LUMO energy**: 0.51 eV
**Electronic energy**: -376.6142 a.u.
**Energy relative to the best compared isomer or geometry (same formula, charge and spin)**: 4.0697 eV

Element x y z (Å)
1 H -1.67295 0.76038 0.66650
2 H 0.75188 -1.84688 -0.47381
3 C -0.53167 -0.19466 -0.13462
4 N 0.61661 -0.84965 -0.39093
5 H -2.33913 -1.14054 -0.39910
6 N -1.80355 -0.41376 0.06682
7 H -0.42630 1.88188 -0.52017
8 O 1.17659 1.12405 0.54772
9 C -0.24758 1.15190 0.27438
10 C 1.68413 -0.04545 0.13711
11 O 2.82223 -0.40712 0.22057

Cartesian forces (eV/Å) of the 2 atoms listed first:
H -0.10 -0.16 -0.04
H -0.02 0.13 0.00

For each atom in turn, the Mulliken charge in e is: H 0.39; H 0.26; C 0.37; N -0.10; H 0.21; N -0.46; H 0.21; O -0.26; C -0.51; C 0.43; O -0.53

=====

A cluster of 2 separate species, C2H7NOSi in total in a non-equilibrium geometry. Source: the Open Molecules 2025 dataset; level of theory: ωB97M-V/def2-TZVPD.

Output
**HOMO energy (spin up / spin down)**: -7.9 / -7.9 eV
**Orbital gap (spin up / spin down)**: 0.297 / 0.297 Eh
**LUMO energy (spin up / spin down)**: 0.20 / 0.20 eV
**Electronic energy**: -499.8012 a.u.
**Energy relative to the best compared isomer or geometry (same formula, charge and spin)**: 3.1735 eV

Element x y z (Å)
1 H 3.60103 0.34620 0.24911
2 H -1.57421 0.14564 -1.93884
3 C 2.51365 0.16893 0.20932
4 O -2.15873 0.88009 0.60759
5 N -1.54527 -1.55729 0.05814
6 H 1.22843 2.04788 -0.17068
7 H 2.28863 -0.83000 0.38306
8 C 1.53371 1.05179 0.02238
9 H -0.87667 -1.74571 0.75801
10 H -2.00140 1.77462 0.72694
11 Si -1.17981 0.02867 -0.44948
12 H -1.82935 -2.31082 -0.45556

Cartesian forces (eV/Å) of the 2 atoms listed first:
H -0.48 0.54 -0.01
H 0.37 0.21 0.97

For each atom in turn, the Mulliken charge in e is: H 0.23; H -0.08; C -0.48; O -0.44; N -0.42; H 0.29; H 0.18; C -0.37; H 0.21; H 0.30; Si 0.36; H 0.23

=====

The molecule C3H4Cl2FN in a non-equilibrium geometry. Source: the Open Molecules 2025 dataset; level of theory: ωB97M-V/def2-TZVPD.

Output
**HOMO energy**: -10.0 eV
**Orbital gap**: 0.394 Eh
**LUMO energy**: 0.68 eV
**Electronic energy**: -1191.6756 a.u.
**Energy relative to the best compared isomer or geometry (same formula, charge and spin)**: 0.0000 eV
**SMILES**: FC(Cl)(Cl)[C@H]1CN1

Element x y z (Å)
1 Cl 0.31094 1.62999 -0.41259
2 H -2.36594 0.99803 0.29189
3 H -1.44478 -0.16825 -1.57493
4 H -0.81647 -1.66295 0.90788
5 C -1.00116 -0.74912 0.35258
6 C -2.33928 -0.11359 0.26512
7 F 0.71316 0.15174 1.62720
8 C 0.33818 -0.00238 0.33232
9 N -1.78349 -0.78063 -0.83806
10 Cl 1.56657 -0.99900 -0.45763
11 H -3.21109 -0.60433 0.69045

Cartesian forces (eV/Å) of the 2 atoms listed first:
Cl -0.17 -0.51 0.09
H -0.01 -0.86 -0.09

For each atom in turn, the Mulliken charge in e is: Cl -0.17; H 0.21; H 0.28; H 0.35; C -0.32; C -0.26; F -0.21; C 0.53; N -0.54; Cl -0.13; H 0.25

=====

The molecule C8H7BrN2O2 in a non-equilibrium geometry. Source: the Open Molecules 2025 dataset; level of theory: ωB97M-V/def2-TZVPD.

Output
**HOMO energy (spin up / spin down)**: -10.0 / -8.9 eV
**Orbital gap (spin up / spin down)**: 0.323 / 0.232 Eh
**LUMO energy (spin up / spin down)**: -1.17 / -2.59 eV
**Electronic energy**: -3142.7010 a.u.
**Energy relative to the best compared isomer or geometry (same formula, charge and spin)**: 7.0098 eV

Element x y z (Å)
1 C -0.51281 1.20691 -0.20810
2 C -0.39491 0.05931 -2.51572
3 O 0.29815 -3.47107 -0.48008
4 H 1.86880 -0.96522 2.24776
5 H -1.52076 0.05988 1.18770
6 H 1.55545 2.24497 -0.58034
7 H -2.46159 1.28724 0.63458
8 C 0.64488 -1.78381 0.93009
9 C 0.99020 1.31119 -0.09490
10 N -0.15295 -2.52408 0.12361
11 C -0.86350 0.21001 -1.23200
12 C 1.80451 0.37004 0.39569
13 N 0.13400 0.06289 -3.52244
14 Br 3.58548 0.70518 0.60403
15 H -1.45755 -0.54987 -0.93831
16 H -1.22820 1.68786 1.90444
17 C 1.43977 -0.81684 1.23564
18 O -1.33347 -2.25004 0.11163
19 H -0.88026 2.08563 -0.74273
20 C -1.51521 1.06981 0.93944

Cartesian forces (eV/Å) of the 2 atoms listed first:
C -0.68 1.52 -1.50
C -0.14 1.10 2.11

For each atom in turn, the Mulliken charge in e is: C 0.93; C 0.34; O -0.56; H 0.35; H 0.34; H 0.22; H 0.51; C -0.04; C -0.53; N 0.93; C -1.42; C 0.53; N -0.46; Br -0.13; H 0.76; H 0.26; C -0.42; O -0.53; H 0.39; C -1.46